[1]
C5H9IS4 | ωB97M-V/def2-TZVPD

Last column: Mulliken charge in e.
CARTESIAN COORDINATES (ANGSTROEM)
C1 -1.741 0.387 -1.350  -1.03
C2 -1.130 0.141 -0.197  0.72
C3 -1.693 0.257 1.209  -1.41
C4 0.394 -0.565 -0.423  -0.05
S1 0.383 -2.086 0.646  -0.10
S2 0.688 -0.935 -2.200  -0.08
C5 1.367 0.362 0.156  -0.33
S3 1.440 1.849 -0.863  -0.01
S4 1.180 0.845 1.814  -0.08
I1 3.660 -0.515 -0.078  0.02
H1 -1.332 0.433 -2.282  0.43
H2 -2.783 0.816 -1.279  0.24
H3 -1.012 -0.233 1.875  0.21
H4 -2.743 0.013 1.353  0.45
H5 -1.515 1.298 1.306  0.41
H6 -0.356 -2.768 -0.191  0.16
H7 1.952 -1.438 -1.960  0.12
H8 2.023 2.545 0.079  0.15
H9 1.219 -0.406 2.385  0.17

## Properties
* energy relative to the best compared isomer or geometry (same formula, charge and spin): 9.8 kcal per mole
* frontier orbital gap: 0.2897 Ha
* HOMO: -8.7 eV
* SMILES string: C=C(C)C(S)(S)C(S)(S)I
* electronic energy: -2086.258885 hartree
* charge: 0

=====

[2]
C7H12 | ωB97M-V/def2-TZVPD

Last column: Mulliken charge in e.
CARTESIAN COORDINATES (ANGSTROEM)
C1 -2.592 0.112 0.060  -1.50
C2 -1.159 -0.432 0.070  0.51
C3 -0.232 0.217 -1.001  -0.95
C4 0.893 0.097 0.013  0.88
C5 2.085 -0.780 -0.213  -0.91
C6 2.249 0.707 -0.016  -0.63
C7 -0.125 -0.045 1.148  -0.87
H1 -3.079 -0.019 -0.922  0.33
H2 -2.613 1.191 0.264  0.34
H3 -3.217 -0.395 0.799  0.38
H4 -1.143 -1.516 -0.007  0.26
H5 -0.121 -0.279 -1.973  0.34
H6 -0.508 1.268 -1.186  0.26
H7 2.235 -1.182 -1.215  0.24
H8 2.412 -1.433 0.591  0.26
H9 2.505 1.311 -0.881  0.24
H10 2.685 1.052 0.918  0.24
H11 -0.379 0.908 1.617  0.26
H12 0.103 -0.780 1.933  0.32

## Properties
* energy relative to the best compared isomer or geometry (same formula, charge and spin): 30.1 kcal per mole
* frontier orbital gap: 0.4017 Ha
* HOMO: -9.8 eV
* SMILES string: CC1CC2(CC2)C1
* electronic energy: -273.860635 hartree
* charge: 0

=====

[3]
C6H24BrN12O6Y | ωB97M-V/def2-TZVPD

Last column: Mulliken charge in e.
CARTESIAN COORDINATES (ANGSTROEM)
Y1 -0.495 -0.016 0.348  2.03
Br1 -2.682 -1.504 -0.468  -0.68
C1 -3.346 2.176 0.129  0.49
O1 -2.199 1.702 0.073  -0.21
N1 -3.588 3.503 0.038  -0.37
N2 -4.421 1.382 0.298  -0.32
H1 -2.906 4.224 0.172  0.17
H2 -4.528 3.854 -0.050  0.18
H3 -4.273 0.386 0.354  0.09
H4 -5.316 1.831 0.366  0.18
C2 1.085 3.092 -0.410  0.42
O2 0.629 2.012 -0.036  -0.37
N3 0.567 4.286 -0.038  -0.42
N4 2.087 3.129 -1.334  -0.37
H5 0.848 5.145 -0.473  0.20
H6 -0.183 4.225 0.628  0.21
H7 2.255 2.226 -1.745  0.22
H8 2.464 3.978 -1.714  0.20
C3 -0.993 1.097 -2.981  0.48
O3 -0.501 0.586 -1.971  -0.36
N5 -1.257 2.438 -3.040  -0.33
N6 -1.409 0.378 -4.041  -0.43
H9 -0.709 3.061 -2.477  0.17
H10 -1.681 2.813 -3.871  0.19
H11 -1.355 -0.624 -3.999  0.24
H12 -1.852 0.843 -4.812  0.17
C4 2.563 -0.437 2.006  0.24
O4 1.735 -0.053 1.171  -0.28
N7 2.405 -0.198 3.333  -0.33
N8 3.651 -1.164 1.655  -0.35
H13 2.992 -0.527 4.078  0.20
H14 1.560 0.305 3.542  0.19
H15 3.959 -1.206 0.699  0.24
H16 4.338 -1.347 2.367  0.20
C5 1.385 -2.688 -1.109  0.42
O5 0.796 -1.639 -0.840  -0.26
N9 1.620 -3.703 -0.240  -0.30
N10 1.900 -2.884 -2.352  -0.43
H17 1.976 -4.552 -0.642  0.20
H18 1.323 -3.648 0.719  0.14
H19 2.574 -3.611 -2.513  0.17
H20 1.685 -2.254 -3.101  0.21
C6 -0.350 -2.899 2.485  0.50
O6 -0.414 -1.838 1.857  -0.52
N11 0.843 -3.440 2.886  -0.44
N12 -1.447 -3.584 2.846  -0.40
H21 1.632 -2.819 2.919  0.21
H22 0.802 -4.253 3.477  0.17
H23 -2.363 -3.288 2.549  0.25
H24 -1.405 -4.498 3.263  0.18

## Properties
* energy relative to the best compared isomer or geometry (same formula, charge and spin): 0.0 kcal per mole
* frontier orbital gap: 0.3236 Ha
* HOMO: -13.6 eV
* electronic energy: -3963.936599 hartree
* charge: +2

=====

[4]
C7H11N2OS | ωB97M-V/def2-TZVPD

Last column: Mulliken charge in e.
CARTESIAN COORDINATES (ANGSTROEM)
C1 -2.798 1.244 0.415  -0.05
C2 -3.749 0.691 -0.509  -0.31
C3 -1.887 0.564 1.167  -0.21
C4 -3.847 -0.626 -0.807  -0.27
C5 0.607 -0.146 -0.154  0.04
C6 -1.678 -0.843 0.837  -0.24
C7 3.982 -0.157 0.818  -0.53
N1 0.671 0.068 -1.445  -0.31
N2 1.639 -0.590 0.514  -0.14
O1 2.950 -0.726 0.016  -0.33
S1 -2.629 -1.795 -0.239  0.01
H1 -2.819 2.312 0.372  0.37
H2 -4.475 1.311 -1.090  0.31
H3 -1.261 1.117 1.842  0.36
H4 -4.448 -1.027 -1.637  0.38
H5 -0.943 -1.295 1.484  0.43
H6 4.835 -0.587 0.249  0.25
H7 3.939 -0.480 1.885  0.26
H8 4.235 0.936 0.931  0.27
H9 -0.016 0.146 -2.156  0.19
H10 1.637 -0.120 -1.747  0.25
H11 1.452 -1.111 1.384  0.27

## Properties
* energy relative to the best compared isomer or geometry (same formula, charge and spin): 104.4 kcal per mole
* frontier orbital gap (spin up / spin down): 0.2551 / 0.2551 Ha
* HOMO (spin up / spin down): -11.7 / -11.7 eV
* electronic energy: -855.843314 hartree
* charge: +1